Formula: C35H33ClIrN2O3PSi
Source: the OMol25 dataset
Level of theory: wB97M-V/def2-TZVPD

Results
* HOMO: -7.8 eV
* electronic energy: -78485.8955 eV
* molar mass: 816.39 g mol⁻¹
* ΔE to the lowest compared entry with this formula, charge and spin: 15.4 kJ/mol
* total charge: 0
* frontier orbital gap: 8.0 eV

Geometry as XYZ:
```
77
Properties=species:S:1:pos:R:3:forces:R:3:lowdin_charge:R:1
Ir -0.005 -0.422 -0.396 0.0974 -0.2196 0.1385 1.170
C 3.018 -0.688 -2.510 -0.0055 -0.0299 0.0078 -0.009
C 3.115 -1.094 -1.074 0.1163 0.0525 -0.0360 -0.301
C 4.266 -1.611 -0.506 -0.0722 0.0741 -0.0827 -0.038
C 4.241 -1.978 0.837 -0.0084 -0.0303 0.1039 -0.058
C 3.114 -1.808 1.612 0.1052 0.0168 0.0776 -0.029
C 1.983 -1.238 1.007 -0.1226 -0.0909 -0.0061 -0.430
N 2.025 -0.940 -0.317 -0.0717 -0.1907 0.1380 -0.026
N 0.748 -0.944 1.504 0.3639 -0.1691 -0.1290 -0.150
Si 0.471 -0.979 3.229 -0.0753 0.0364 0.0162 0.407
C 0.459 -2.754 3.831 0.0364 -0.0099 -0.0159 -0.166
C 1.773 0.028 4.131 -0.0254 0.0183 0.0066 -0.160
C -1.166 -0.216 3.675 0.0223 -0.0062 -0.0358 -0.148
H 4.009 -0.528 -2.931 0.0030 -0.0187 0.0031 0.083
H 2.422 0.217 -2.606 0.0124 0.0162 -0.0151 0.079
H 2.519 -1.464 -3.096 -0.0068 0.0068 -0.0067 0.090
H 5.159 -1.728 -1.102 -0.0096 0.0026 -0.0189 0.108
H 5.127 -2.410 1.286 -0.0040 0.0040 0.0056 0.110
H 3.104 -2.110 2.647 -0.0068 0.0207 0.0121 0.084
H 1.400 -3.272 3.633 -0.0179 -0.0130 -0.0006 0.018
H -0.336 -3.312 3.329 -0.0038 0.0081 0.0032 0.031
H 0.274 -2.804 4.907 0.0004 0.0144 0.0033 0.032
H 2.791 -0.355 4.072 0.0050 -0.0336 -0.0244 0.020
H 1.500 0.088 5.188 0.0129 0.0005 0.0030 0.034
H 1.780 1.047 3.735 -0.0027 -0.0028 -0.0035 0.033
H -1.984 -0.676 3.127 -0.0652 -0.0229 -0.0347 0.006
H -1.182 0.862 3.506 -0.0253 0.0023 -0.0080 0.027
H -1.342 -0.398 4.739 -0.0036 0.0273 0.0085 0.044
O 1.496 1.906 0.015 -0.0576 -0.0961 -0.0152 0.053
C 0.424 1.393 0.206 -0.0093 0.3954 -0.0085 -0.459
C -0.646 2.136 0.982 0.0258 -0.0559 -0.0403 -0.213
C -0.315 3.276 1.704 -0.0270 0.0057 -0.0104 -0.013
C -1.312 3.971 2.369 0.0278 -0.0104 -0.0033 -0.059
C -2.637 3.556 2.273 -0.0305 0.0246 0.0264 -0.064
C -2.970 2.431 1.537 0.0181 0.0014 -0.0453 -0.075
C -1.964 1.696 0.918 0.0506 0.0043 0.0651 -0.297
P -2.148 0.209 -0.100 -0.3038 0.2446 -0.1411 0.972
C -3.356 -0.918 0.655 0.0768 -0.1278 -0.0972 -0.346
C -3.552 -2.115 -0.036 0.0217 -0.0022 0.0737 -0.086
C -4.469 -3.048 0.416 -0.0187 -0.0312 0.0030 -0.061
C -5.206 -2.795 1.566 0.0073 -0.0366 -0.0321 -0.071
C -5.026 -1.606 2.251 0.0272 0.0515 0.0097 -0.069
C -4.107 -0.667 1.796 -0.0613 0.0519 0.0541 -0.104
C -3.077 0.865 -1.534 -0.0937 -0.0681 0.1107 -0.302
C -4.465 0.742 -1.607 0.0242 -0.0702 -0.0124 -0.079
C -5.169 1.338 -2.642 0.0148 0.0260 -0.0480 -0.079
C -4.494 2.064 -3.612 -0.0394 -0.0144 0.0206 -0.079
C -3.116 2.197 -3.541 0.0589 -0.0050 0.0163 -0.060
C -2.407 1.606 -2.505 -0.0116 0.0385 -0.0247 -0.075
H 0.716 3.603 1.726 0.0031 -0.0076 -0.0012 0.122
H -1.063 4.851 2.947 -0.0103 0.0012 -0.0014 0.107
H -3.416 4.121 2.769 0.0045 0.0033 0.0003 0.107
H -4.007 2.137 1.438 0.0088 0.0475 -0.0285 0.106
H -2.990 -2.315 -0.939 0.0175 0.0130 -0.0081 0.079
H -4.604 -3.975 -0.126 0.0033 -0.0108 -0.0054 0.094
H -5.920 -3.527 1.924 -0.0029 0.0047 0.0028 0.106
H -5.599 -1.399 3.146 -0.0021 -0.0020 -0.0005 0.107
H -3.989 0.258 2.342 0.0613 -0.0672 0.0369 0.087
H -5.003 0.170 -0.861 0.0008 0.0102 -0.0050 0.100
H -6.245 1.231 -2.691 0.0005 -0.0022 0.0021 0.103
H -5.042 2.523 -4.425 0.0046 0.0007 -0.0022 0.104
H -2.581 2.755 -4.299 -0.0033 -0.0027 -0.0013 0.110
H -1.331 1.706 -2.472 0.0360 -0.0181 0.0170 0.100
Cl -2.596 -6.242 -0.952 -0.0040 -0.0333 0.0090 0.675
C -1.946 -4.785 -1.637 -0.0052 0.0106 0.0315 -0.677
C -2.523 -4.257 -2.784 -0.0299 0.0156 0.0027 -0.093
C -2.027 -3.076 -3.311 -0.0251 0.0647 -0.0009 -0.008
C -0.969 -2.416 -2.696 0.0371 0.0558 -0.0504 -0.149
C -0.375 -2.992 -1.581 0.2141 -0.1494 0.1770 -0.072
C -0.863 -4.173 -1.033 -0.0369 -0.0151 -0.0724 -0.089
C -0.501 -1.097 -3.275 -0.1491 0.0175 0.0929 -0.603
O -0.572 -0.917 -4.474 0.0388 0.0212 -0.0453 0.076
O -0.070 -0.206 -2.432 0.0495 0.1305 -0.1460 -0.232
H -3.358 -4.766 -3.248 0.0075 0.0015 0.0018 0.111
H -2.453 -2.641 -4.206 -0.0151 -0.0103 0.0154 0.128
H 0.564 -2.612 -1.170 -0.1526 0.1341 -0.0324 0.092
H -0.398 -4.615 -0.163 0.0000 -0.0029 0.0003 0.114
```
Forces are in eV/Å.